[1]
117
Properties=species:S:1:pos:R:3 method="wB97M-V/def2-TZVPD" charge=-2 total_energy_ha=-7906.968498
Zn -0.253 0.107 1.458
S -2.237 -1.242 2.407
C -1.090 -1.860 3.524
S 0.530 -1.310 3.430
C -1.473 -2.788 4.504
C -0.562 -3.271 5.472
N 0.139 -3.683 6.294
C -2.789 -3.290 4.610
N -3.845 -3.747 4.729
C -1.790 4.095 4.909
N -1.837 2.709 4.509
C -0.612 2.006 4.840
C -2.256 2.486 3.122
C -1.317 3.002 2.049
C -1.357 4.362 1.737
C -0.500 4.916 0.799
C 0.394 4.092 0.135
C 0.403 2.733 0.416
C -0.427 2.146 1.377
H -1.634 4.141 5.991
H -2.748 4.569 4.678
H -0.985 4.675 4.426
H -0.431 2.081 5.916
H 0.270 2.395 4.306
H -0.720 0.953 4.585
H -3.237 2.958 3.004
H -2.381 1.409 3.005
H -2.088 4.999 2.227
H -0.536 5.978 0.579
H 1.078 4.500 -0.604
H 1.095 2.099 -0.133
C 3.558 0.381 3.569
Si 3.785 0.710 1.704
C 5.657 0.376 1.434
C 3.715 2.627 1.674
Ge 2.190 -0.439 0.208
Si 3.160 -2.671 0.501
C 1.986 -4.134 0.068
C 4.737 -3.104 -0.511
C 3.667 -3.043 2.296
Si 3.239 0.375 -1.893
C 2.593 -0.205 -3.618
C 5.125 0.199 -2.223
C 2.961 2.264 -2.064
H 4.247 0.986 4.164
H 3.719 -0.667 3.828
H 2.540 0.628 3.880
H 6.259 0.855 2.211
H 5.990 0.762 0.471
H 5.875 -0.695 1.451
H 4.395 3.052 2.418
H 2.708 2.984 1.899
H 3.998 3.038 0.704
H 2.189 -4.561 -0.915
H 0.944 -3.801 0.076
H 2.069 -4.933 0.807
H 4.602 -2.904 -1.578
H 5.007 -4.158 -0.397
H 5.580 -2.501 -0.165
H 2.892 -2.690 2.979
H 4.599 -2.541 2.567
H 3.798 -4.114 2.467
H 3.066 -1.139 -3.934
H 2.823 0.550 -4.373
H 1.512 -0.359 -3.621
H 5.459 -0.830 -2.073
H 5.708 0.830 -1.552
H 5.368 0.485 -3.251
H 1.908 2.481 -2.263
H 3.551 2.693 -2.879
H 3.230 2.787 -1.146
O -0.174 -1.611 -1.710
N -0.087 -2.569 -2.559
C 1.128 -2.980 -2.999
C 1.256 -4.004 -3.906
C 0.130 -4.650 -4.397
C -1.107 -4.224 -3.936
C -1.197 -3.189 -3.035
H 1.962 -2.447 -2.569
H 2.248 -4.299 -4.220
H 0.210 -5.449 -5.120
H -2.020 -4.696 -4.274
H -2.131 -2.812 -2.654
C -1.816 0.500 -5.605
C -2.918 -0.172 -5.100
C -3.070 -0.345 -3.730
C -2.125 0.164 -2.844
C -1.000 0.805 -3.367
C -0.847 0.978 -4.733
P -2.177 0.042 -0.999
C -3.106 1.603 -0.657
C -2.810 2.794 -1.319
C -3.454 3.972 -0.974
C -4.417 3.977 0.023
C -4.689 2.807 0.716
C -4.019 1.636 0.398
C -3.550 -1.178 -0.818
C -4.883 -0.903 -1.131
C -5.854 -1.883 -0.998
C -5.511 -3.152 -0.550
C -4.194 -3.437 -0.231
C -3.221 -2.456 -0.371
H -1.704 0.641 -6.673
H -3.665 -0.567 -5.780
H -3.934 -0.881 -3.364
H -0.231 1.138 -2.677
H 0.032 1.479 -5.120
H -2.067 2.804 -2.106
H -3.203 4.892 -1.487
H -4.943 4.893 0.267
H -5.420 2.808 1.516
H -4.204 0.737 0.975
H -5.163 0.087 -1.469
H -6.886 -1.655 -1.237
H -6.275 -3.912 -0.443
H -3.920 -4.413 0.147
H -2.194 -2.668 -0.104

[2]
117
Properties=species:S:1:pos:R:3 method="wB97M-V/def2-TZVPD" charge=+2 e_above_lowest_kcal_mol=0.0
In -0.194 0.251 0.525
C -1.714 -2.387 3.584
C -2.235 -2.842 2.216
C -3.615 -3.487 2.345
P -2.135 -1.464 0.982
C -3.555 -0.280 1.132
C -4.861 -0.805 0.545
C -3.706 0.210 2.574
C -2.188 -2.173 -0.652
C -2.352 -3.536 -0.906
C -2.359 -4.012 -2.202
C -2.131 -3.120 -3.247
C -1.889 -1.782 -3.008
C -1.936 -1.248 -1.699
N -1.731 0.060 -1.330
C -1.830 1.114 -2.220
C -2.627 1.058 -3.384
C -2.639 2.074 -4.316
C -1.861 3.210 -4.125
C -1.220 3.364 -2.914
C -1.232 2.368 -1.934
P -0.810 2.809 -0.231
C -2.294 3.881 0.182
C -3.632 3.231 -0.157
C -2.285 4.360 1.633
C 0.610 4.038 -0.271
C 0.254 5.494 -0.587
C 1.384 4.026 1.056
H -1.555 -3.258 4.223
H -2.429 -1.738 4.087
H -0.769 -1.855 3.490
H -1.529 -3.579 1.816
H -4.313 -2.822 2.853
H -3.524 -4.390 2.952
H -4.043 -3.770 1.384
H -3.214 0.552 0.515
H -5.236 -1.665 1.098
H -4.732 -1.090 -0.499
H -5.618 -0.019 0.589
H -4.147 -0.557 3.211
H -4.370 1.076 2.605
H -2.741 0.506 2.994
H -2.493 -4.230 -0.089
H -2.547 -5.059 -2.399
H -2.135 -3.482 -4.268
H -1.653 -1.140 -3.843
H -3.283 0.212 -3.527
H -3.265 1.988 -5.195
H -1.817 3.986 -4.876
H -0.712 4.298 -2.721
H -2.154 4.733 -0.488
H -3.878 2.439 0.554
H -3.645 2.816 -1.164
H -4.413 3.989 -0.094
H -2.590 3.556 2.305
H -3.000 5.174 1.754
H -1.305 4.724 1.944
H 1.264 3.652 -1.061
H -0.267 5.962 0.249
H -0.349 5.628 -1.481
H 1.184 6.044 -0.738
H 0.796 4.470 1.861
H 2.293 4.623 0.949
H 1.675 3.026 1.359
C 2.493 -3.473 1.869
C 3.279 -2.905 2.860
C 2.924 -1.668 3.372
C 1.792 -1.028 2.878
N 1.097 -1.543 1.860
C 1.431 -2.733 1.376
C 1.258 0.220 3.478
C 1.759 0.742 4.665
C 1.209 1.900 5.192
C 0.168 2.518 4.520
C -0.278 1.933 3.349
N 0.233 0.812 2.853
H 2.708 -4.464 1.493
H 4.152 -3.422 3.234
H 3.527 -1.221 4.148
H 0.806 -3.101 0.568
H 2.564 0.254 5.193
H 1.596 2.314 6.113
H -0.298 3.418 4.896
H -1.073 2.384 2.769
O 1.424 0.450 -1.138
C 2.271 0.952 -0.347
O 2.097 0.943 0.891
C 3.502 1.567 -0.934
C 4.434 2.221 -0.132
C 5.548 2.819 -0.703
C 5.758 2.732 -2.071
C 4.839 2.045 -2.847
C 3.701 1.485 -2.303
N 5.087 1.868 -4.281
O 4.527 0.923 -4.821
O 5.829 2.648 -4.831
H 4.268 2.246 0.936
H 6.258 3.343 -0.079
H 6.621 3.177 -2.547
H 2.973 1.000 -2.936
N 3.010 -3.421 -4.214
C 3.769 -3.575 -2.928
C 3.070 -2.737 -1.833
N 1.654 -2.561 -2.098
C 1.437 -1.764 -3.309
C 2.508 -2.021 -4.390
H 2.198 -4.038 -4.202
H 3.590 -3.699 -5.005
H 4.793 -3.241 -3.090
H 3.791 -4.635 -2.677
H 3.518 -1.742 -1.784
H 3.214 -3.209 -0.864
H 1.147 -3.439 -2.109
H 1.464 -0.713 -3.025
H 0.441 -1.977 -3.685
H 3.359 -1.346 -4.297
H 2.101 -1.915 -5.394

[3]
119
Properties=species:S:1:pos:R:3 method="wB97M-V/def2-TZVPD" charge=+1 e_above_lowest_kcal_mol=0.0
Ti 9.051 14.307 9.574
C 11.857 17.893 12.425
C 11.109 17.465 11.182
C 10.718 18.294 10.115
C 10.114 17.466 9.144
N 10.042 16.235 9.672
N 10.676 16.181 10.911
B 11.185 14.836 11.497
N 11.754 13.941 10.429
N 11.147 13.648 9.241
C 12.108 13.179 8.440
C 13.313 13.138 9.165
C 13.029 13.604 10.404
C 13.938 13.642 11.553
C 12.071 12.656 7.015
C 12.807 11.298 7.025
C 10.705 12.498 6.493
C 12.852 13.635 6.162
N 10.107 13.961 12.272
N 9.061 13.369 11.600
C 8.401 12.575 12.456
C 9.103 12.656 13.691
C 10.150 13.517 13.529
C 11.173 13.869 14.521
C 7.033 11.966 12.274
C 6.723 11.840 10.762
C 5.961 12.643 13.097
C 7.123 10.505 12.861
C 9.627 17.744 7.709
C 10.184 19.088 7.191
C 8.060 17.891 7.647
C 10.117 16.597 6.837
H 11.766 18.977 12.380
H 12.901 17.648 12.437
H 11.427 17.501 13.379
H 10.965 19.367 10.097
H 12.006 15.163 12.293
H 14.225 12.780 8.731
H 14.892 13.205 11.267
H 13.585 13.018 12.329
H 14.088 14.614 11.974
H 12.239 10.546 7.536
H 13.831 11.220 7.461
H 12.858 10.957 5.976
H 10.123 11.807 7.057
H 10.859 12.123 5.426
H 10.180 13.417 6.609
H 13.861 13.737 6.468
H 12.342 14.637 6.099
H 12.834 13.188 5.162
H 8.835 12.140 14.613
H 11.476 14.860 14.299
H 12.074 13.211 14.405
H 10.657 13.801 15.514
H 6.697 12.747 10.144
H 5.705 11.383 10.640
H 7.492 11.187 10.399
H 5.596 13.548 12.631
H 6.341 12.878 14.101
H 5.149 11.914 13.210
H 7.905 9.981 12.310
H 6.177 9.971 12.731
H 7.369 10.507 13.961
H 10.030 19.935 7.860
H 9.902 19.339 6.144
H 11.287 19.000 7.138
H 7.693 18.667 8.309
H 7.542 16.921 7.762
H 7.912 18.208 6.593
H 11.151 16.522 6.643
H 9.572 16.666 5.873
H 9.881 15.586 7.213
Cl 6.846 9.012 7.754
C 7.376 8.264 9.285
C 6.488 7.411 9.863
C 6.821 6.701 11.012
C 8.108 6.759 11.504
C 8.988 7.668 10.974
C 8.651 8.451 9.810
P 9.766 9.641 8.950
C 11.216 9.627 10.091
C 12.561 9.343 9.781
C 13.612 9.543 10.666
C 13.387 9.988 11.959
C 12.065 10.215 12.308
C 11.054 10.125 11.361
C 10.319 8.585 7.579
C 10.970 7.361 7.783
C 11.507 6.697 6.661
C 11.362 7.151 5.399
C 10.622 8.341 5.216
C 10.094 8.989 6.285
H 5.493 7.247 9.547
H 6.138 5.989 11.500
H 8.469 6.188 12.348
H 9.947 7.774 11.394
H 12.716 9.031 8.735
H 14.618 9.218 10.370
H 14.185 10.256 12.694
H 11.778 10.591 13.309
H 10.118 10.652 11.641
H 11.131 7.062 8.796
H 12.042 5.789 6.827
H 11.900 6.664 4.623
H 10.441 8.725 4.234
H 9.597 9.926 6.062
S 7.969 13.718 8.013
S 6.931 15.732 10.357
C 7.140 16.539 11.849
N 6.140 17.338 12.328
C 6.470 17.595 13.743
C 7.860 17.084 13.973
N 8.072 16.366 12.718
H 5.318 17.412 11.812
H 5.771 17.064 14.313
H 6.380 18.674 13.912
H 8.042 16.423 14.836
H 8.685 17.838 13.944
H 8.774 15.654 12.525